Entry 1:
# C4H8NO2

A cluster of 2 separate species, C4H8NO2 in total (the ωB97M-V functional and the def2-TZVPD basis, OMol25).

Calculated values
E in Eh: -362.44660
Orbital gap in eV: 7.298
ΔE to the lowest compared entry with this formula, charge and spin in kcal/mol: 48.7

```
! wB97M-V def2-TZVPD RIJCOSX def2/J DEFGRID3
* xyz -1 1
H 1.84 -1.83 1.24
O -3.17 0.21 1.12
H 2.74 0.10 0.54
H 0.10 -1.33 0.81
N 0.27 -0.36 -1.40
C 1.64 0.13 0.54
H -3.10 -1.62 0.19
C 1.05 -1.05 1.27
O 1.65 1.55 -1.34
C -2.71 -0.57 0.33
H 0.93 -0.90 2.35
H -0.20 0.14 -2.16
H 1.44 1.13 0.98
H -1.91 -0.31 -0.38
C 1.25 0.44 -0.93
*
```

Entry 2:
# C6H21BaO7

A structure of composition C6H21BaO7 (the ωB97M-V functional and the def2-TZVPD basis, OMol25).

Calculated values
E in Eh: -792.97131
Orbital gap in eV: 2.879
ΔE to the lowest compared entry with this formula, charge and spin in kcal/mol: 210.0

```
! wB97M-V def2-TZVPD RIJCOSX def2/J DEFGRID3
* xyz -1 1
O -14.97 21.02 17.69
H -16.32 13.67 22.25
O -15.51 15.42 21.75
H -15.03 14.14 23.40
H -18.45 18.28 17.44
H -16.15 11.47 15.89
H -14.74 15.88 22.08
H -14.45 11.38 16.15
C -15.85 14.50 22.78
C -9.48 19.87 19.71
H -15.46 20.98 16.85
O -15.42 12.85 17.21
H -20.15 16.54 17.43
H -14.54 18.95 13.45
H -9.35 20.92 19.97
H -9.46 19.46 21.84
C -19.50 16.74 18.29
O -10.16 19.75 18.39
H -16.55 15.04 23.42
H -16.29 16.81 13.28
H -19.98 17.56 18.81
H -9.53 18.05 20.88
H -16.87 18.46 13.25
Ba -13.65 17.14 17.75
H -14.97 12.79 15.19
H -15.44 12.33 18.02
H -15.83 17.77 11.91
O -18.33 17.38 17.74
C -15.26 12.09 15.98
O -11.32 18.82 21.35
O -14.95 18.15 13.80
C -9.98 19.04 20.98
C -16.03 17.83 12.98
H -19.37 15.84 18.89
H -8.46 19.49 19.60
*
```

Entry 3:
# C21H43CoN2P3S2

A structure of composition C21H43CoN2P3S2 (the ωB97M-V functional and the def2-TZVPD basis, OMol25).

Calculated values
E in Eh: -4137.55712
Orbital gap (alpha / beta) in eV: 7.107 / 3.631
ΔE to the lowest compared entry with this formula, charge and spin in kcal/mol: 37.8
⟨S²⟩: 6.103

```
! wB97M-V def2-TZVPD RIJCOSX def2/J DEFGRID3
* xyz 3 5
H -2.22 -2.02 5.07
S 2.16 3.77 3.76
H -1.71 -2.15 -0.08
C 3.13 3.04 1.33
C -1.62 -1.05 -2.69
Co -0.25 1.31 0.08
H -2.71 1.81 -3.08
C 0.55 -2.22 -1.59
C -2.72 3.20 0.41
C -1.80 -1.30 4.36
H 1.17 4.20 0.66
C 4.70 4.18 2.73
H 3.34 0.73 -0.77
H -3.65 0.25 -1.63
H 1.64 -2.26 -1.52
C -2.12 2.52 -2.49
H -2.40 -0.38 4.36
C 0.42 2.79 -0.74
H 0.14 -2.71 -0.70
C -3.58 0.82 -0.71
H -2.56 -3.86 3.65
H -2.37 -1.46 -2.00
H -1.32 -1.87 -3.37
H 2.19 2.49 1.27
H 3.22 1.08 2.34
C 3.96 3.18 0.22
P 1.84 -0.28 0.83
C 2.40 0.36 2.48
H 0.96 -0.73 -3.97
N -1.83 -2.28 0.92
H -3.57 0.16 0.16
H -3.73 2.96 0.77
H 3.58 2.92 -0.79
H 6.66 4.53 1.82
H -2.50 -4.35 0.95
H 3.33 -1.04 -0.95
P -0.10 -0.50 -1.77
H 1.39 2.35 -0.99
C -2.24 -3.46 1.50
H -2.07 3.07 1.30
C 5.25 3.68 0.43
P -2.16 1.92 -0.77
H -2.57 3.53 -2.57
H 0.59 0.98 -3.54
H 0.80 -2.36 1.59
H 2.77 -0.47 3.10
C -1.58 -1.33 1.87
C 1.80 -2.08 1.25
C 0.34 3.50 0.51
C -2.28 -3.23 2.83
C 3.43 3.62 2.57
H 4.24 -0.29 0.39
C 0.97 0.03 -3.17
H 1.99 0.18 -2.79
H 2.53 -2.23 2.05
H -2.09 -0.25 -3.27
H 0.24 -2.82 -2.47
S -1.00 0.29 1.77
H 5.96 3.75 -0.40
H -0.11 3.29 -1.56
N -1.88 -1.92 3.05
H 2.07 -2.72 0.41
C 3.33 -0.22 -0.22
H 1.58 0.89 2.99
H -0.76 -1.07 4.64
H 4.91 4.70 3.68
H -4.47 1.47 -0.63
H -0.51 4.10 0.81
C 5.64 4.14 1.69
H -2.67 4.21 -0.03
H 2.72 3.11 4.77
H -1.10 2.59 -2.91
*
```

- Which value of ΔE to the lowest compared entry with this formula, charge and spin does entry 1 give?
  48.7 kcal/mol

- The highest ΔE to the lowest compared entry with this formula, charge and spin belongs to which entry?
  C6H21BaO7

- Which of these has the highest ΔE to the lowest compared entry with this formula, charge and spin?
  C6H21BaO7